[1]
Here is C4H5HgLiO3 as an isolated structure from OMol25. Energies are from ωB97M-V/def2-TZVPD.

Structure (XYZ):
```
14
Properties=species:S:1:pos:R:3:nbo_charge:R:1
Li -0.14 0.41 -2.19 0.914
O -0.01 1.38 -0.39 -0.610
C 0.02 2.67 0.25 -0.256
H -0.76 2.70 1.02 0.214
H 1.00 2.84 0.69 0.214
H -0.19 3.39 -0.54 0.194
C -0.65 -2.79 -0.55 -0.582
C 0.23 -1.97 0.04 -0.255
O 0.36 -0.70 -0.62 -0.656
C 0.25 0.29 0.33 0.988
O 0.47 0.27 1.51 -0.562
Hg 1.41 -2.16 2.00 0.035
H -0.89 -3.72 -0.04 0.223
H -1.11 -2.61 -1.52 0.142
```

Calculated values
Charge: 0
Lowest unoccupied orbital energy (eV): -1.7
Kohn-Sham gap (eV): 3.026



[2]
Here is C4H5HgO as an isolated structure from OMol25. Energies are from ωB97M-V/def2-TZVPD.

Structure (XYZ):
```
11
Properties=species:S:1:pos:R:3:nbo_charge:R:1
H 0.74 0.68 -1.60 0.243
C 0.64 1.92 0.32 -0.134
C 0.57 0.90 -0.55 -0.246
C 1.18 0.68 0.81 -0.364
H 0.42 2.96 0.54 0.251
H 0.32 -0.32 1.14 0.104
H 2.23 0.44 1.00 0.221
C -0.91 -1.33 0.25 0.500
O -1.73 -1.58 -0.61 -0.710
Hg -3.31 -2.29 -1.87 0.958
H -0.15 -2.08 0.57 0.177
```

Calculated values
Multiplicity: 3
Expectation value of S²: 2.0101
Charge: +1
Lowest unoccupied orbital energy (alpha / beta) (eV): -4.7 / -8.2
Kohn-Sham gap (alpha / beta) (eV): 7.422 / 3.976
Energy relative to the best compared isomer or geometry (same formula, charge and spin) (kcal per mole): 108.1



[3]
Here is a single C4H5I molecule from OMol25. Energies are from ωB97M-V/def2-TZVPD.

Structure (XYZ):
```
10
Properties=species:S:1:pos:R:3:nbo_charge:R:1
C 0.32 -0.18 0.45 0.096
C 1.00 0.83 0.92 -0.352
C -0.79 0.03 -1.39 -0.354
C -0.55 -1.02 -0.26 -0.517
I 1.90 0.47 2.90 0.021
H 1.06 1.87 0.81 0.231
H -1.34 0.90 -1.33 0.196
H 0.04 0.21 -2.05 0.183
H -0.14 -1.98 -0.26 0.246
H -1.49 -1.12 0.21 0.250
```

Calculated values
Charge: 0
Lowest unoccupied orbital energy (alpha / beta) (eV): -0.6 / -0.6
Kohn-Sham gap (alpha / beta) (eV): 7.511 / 7.512
Energy relative to the best compared isomer or geometry (same formula, charge and spin) (kcal per mole): 81.3



[4]
Here is a 2-piece molecular cluster, C4H5I overall from OMol25. Energies are from ωB97M-V/def2-TZVPD.

Structure (XYZ):
```
10
Properties=species:S:1:pos:R:3:nbo_charge:R:1
C -0.18 0.01 0.13 0.009
C 0.57 -1.00 0.01 0.181
C 1.46 0.13 0.21 -0.299
C -1.34 0.88 0.22 -0.677
I 0.52 -4.23 -1.83 -0.373
H 1.96 0.59 -0.63 0.200
H 1.92 0.30 1.18 0.197
H -1.31 1.63 -0.58 0.250
H -1.36 1.40 1.18 0.246
H -2.25 0.29 0.11 0.268
```

Calculated values
Charge: 0
Lowest unoccupied orbital energy (alpha / beta) (eV): -3.3 / -3.3
Kohn-Sham gap (alpha / beta) (eV): 4.810 / 4.813
Energy relative to the best compared isomer or geometry (same formula, charge and spin) (kcal per mole): 106.1



[5]
Here is a single C4H5IN2 molecule from OMol25. Energies are from ωB97M-V/def2-TZVPD.

Structure (XYZ):
```
12
Properties=species:S:1:pos:R:3:nbo_charge:R:1
C -1.48 -1.06 0.22 -0.595
C -1.30 0.42 -0.30 -0.495
C -0.01 1.00 -0.05 0.119
C 1.20 1.14 0.09 0.051
N 2.44 1.55 0.05 -0.133
N 3.55 1.02 0.07 -0.082
I 3.66 -1.20 -0.01 -0.002
H -0.52 -1.59 0.35 0.228
H -2.06 -1.61 -0.55 0.216
H -1.93 -1.08 1.26 0.218
H -1.95 1.08 0.13 0.232
H -1.58 0.34 -1.26 0.244
```

Calculated values
Charge: 0
Lowest unoccupied orbital energy (eV): -0.9
SMILES: CCC#C/N=N\I
Kohn-Sham gap (eV): 8.079
Energy relative to the best compared isomer or geometry (same formula, charge and spin) (kcal per mole): 96.4



[6]
Here is C4H5IN2OS as an isolated structure from OMol25. Energies are from ωB97M-V/def2-TZVPD.

Structure (XYZ):
```
14
Properties=species:S:1:pos:R:3:nbo_charge:R:1
C 0.85 -0.83 -0.89 0.381
C 2.73 -1.37 0.92 -0.015
C 1.33 0.50 0.99 0.323
C -0.94 0.42 0.26 -0.428
N 2.50 -0.10 1.23 -0.655
N 0.48 -0.04 0.10 -0.493
O -0.20 -1.44 -1.49 -0.685
S 0.95 1.83 1.94 -0.142
I 4.69 -1.86 1.39 0.111
H -1.12 1.21 -0.36 0.215
H -1.49 -0.46 0.18 0.222
H -1.13 0.84 1.28 0.242
H 3.10 0.54 1.58 0.407
H 0.22 -1.98 -2.23 0.517
```

Calculated values
Charge: 0
Lowest unoccupied orbital energy (eV): -0.8
Kohn-Sham gap (eV): 7.393
Energy relative to the best compared isomer or geometry (same formula, charge and spin) (kcal per mole): 85.6



[7]
Here is C4H5IO2 as an isolated structure from OMol25. Energies are from ωB97M-V/def2-TZVPD.

Structure (XYZ):
```
12
Properties=species:S:1:pos:R:3:nbo_charge:R:1
C -0.55 2.20 -1.25 0.695
C 0.08 1.06 -1.32 -0.723
C -0.09 -0.23 1.35 0.417
C 0.47 -1.56 0.82 -0.726
O -1.27 3.12 -1.10 -0.428
O 0.61 0.33 2.12 -0.537
I -0.67 -0.14 -2.89 0.194
H 1.00 0.81 -0.87 0.274
H -1.16 0.13 1.21 0.134
H 0.60 -1.58 -0.33 0.229
H -0.42 -2.29 0.93 0.228
H 1.40 -1.85 1.34 0.244
```

Calculated values
Charge: 0
Lowest unoccupied orbital energy (eV): -0.6
Kohn-Sham gap (eV): 8.490
Energy relative to the best compared isomer or geometry (same formula, charge and spin) (kcal per mole): 38.7



[8]
Here is C4H5InLiO2 as an isolated structure from OMol25. Energies are from ωB97M-V/def2-TZVPD.

Structure (XYZ):
```
13
Properties=species:S:1:pos:R:3:nbo_charge:R:1
C 1.52 0.39 -0.19 0.061
C 0.21 1.04 -0.42 -0.417
C -1.07 0.46 -0.23 -0.230
C -1.31 -0.87 0.16 0.276
O -2.33 -1.53 -0.18 -0.874
O 2.08 0.56 0.98 -0.852
Li 2.64 1.24 2.48 0.982
In -2.63 -3.43 -0.54 0.917
H 0.85 0.01 -1.32 0.315
H 2.32 0.34 -0.97 0.189
H 0.24 2.09 -0.09 0.249
H -1.94 1.04 -0.54 0.237
H -0.58 -1.35 0.84 0.146
```

Calculated values
Charge: +1
Lowest unoccupied orbital energy (alpha / beta) (eV): -4.6 / -4.2
Kohn-Sham gap (alpha / beta) (eV): 6.663 / 6.763
Energy relative to the best compared isomer or geometry (same formula, charge and spin) (kcal per mole): 111.3



no.,total energy (eV)
1,-14747.92933
2,-10435.34952
3,-12324.54310
4,-12323.46832
5,-15305.36546
6,-28187.87385
7,-16422.41088
8,-13690.96678